# 1
{"formula": "C17H22F17O8PS2", "method": "the ωB97M-V functional and the def2-TZVPD basis", "elements": ["C", "C", "S", "C", "C", "O", "O", "S", "O", "O", "O", "C", "P", "O", "C", "C", "F", "H", "H", "H", "H", "H", "H", "H", "H", "H", "H", "H", "H", "H", "H", "C", "C", "C", "F", "F", "F", "F", "O", "C", "C", "F", "F", "F", "F", "H", "H", "H", "H", "C", "C", "C", "F", "F", "F", "F", "O", "C", "C", "F", "F", "F", "F", "H", "H", "H", "H"], "coordinates": [[-0.5447, 3.6799, 1.5324], [-0.5086, 2.1968, 1.9451], [0.9899, 1.4449, 1.2464], [1.4478, 0.1388, 2.4130], [0.5036, -1.0838, 2.5693], [0.8773, -2.0886, 1.6792], [-0.8387, -0.7113, 2.2903], [-1.9313, -1.2306, 3.3367], [-2.4377, -0.1051, 4.0451], [-2.8183, -2.1217, 2.6648], [-0.9501, -2.0503, 4.2392], [0.4447, -1.7588, 3.9983], [1.2119, -3.4609, 4.0422], [1.1070, -4.1026, 5.3705], [0.9304, -0.8601, 5.1614], [2.3737, -1.0872, 5.5753], [0.1195, -1.0817, 6.2299], [-0.2483, 4.3291, 2.3600], [0.1230, 3.8851, 0.6915], [-1.5523, 3.9645, 1.2132], [-0.5016, 2.0846, 3.0341], [-1.3887, 1.6703, 1.5745], [2.3587, -0.2729, 1.9628], [1.7319, 0.5750, 3.3669], [0.7201, -1.7624, 0.7882], [0.5840, -4.1057, 2.9732], [2.5118, -3.2064, 3.5714], [0.7762, 0.1818, 4.8807], [2.4459, -2.0198, 6.1431], [3.0367, -1.1410, 4.7044], [2.7098, -0.2572, 6.1995], [1.9651, 2.5520, -4.6459], [3.2125, 2.1894, -5.4546], [3.8649, 0.8229, -5.2090], [4.2647, 0.7048, -3.9276], [4.9497, 0.7143, -6.0017], [4.1360, 3.1621, -5.3744], [2.7767, 2.1181, -6.7520], [2.1628, 3.3437, -3.4962], [2.4142, 2.8143, -2.2762], [3.7741, 3.2617, -1.7115], [4.7626, 2.9800, -2.5796], [4.0029, 2.5874, -0.5643], [2.2942, 1.4814, -2.2552], [1.4832, 3.3084, -1.4209], [1.3912, 3.1918, -5.3147], [1.3707, 1.6619, -4.4341], [3.1642, 0.0201, -5.4495], [3.7526, 4.3330, -1.5081], [-2.8030, -2.5169, -1.2581], [-2.3207, -1.1065, -1.5960], [-3.0317, 0.0815, -0.9359], [-4.3327, 0.1146, -1.2707], [-2.4535, 1.2260, -1.3656], [-2.2477, -0.9276, -2.9276], [-1.0361, -1.0224, -1.1001], [-3.6886, -3.1120, -2.1829], [-5.0334, -2.9749, -2.0963], [-5.6259, -2.2864, -3.3389], [-5.0201, -1.1034, -3.5603], [-6.9389, -2.0645, -3.1240], [-5.4189, -2.3681, -0.9699], [-5.5679, -4.2221, -2.0847], [-1.9032, -3.1289, -1.3214], [-3.1692, -2.5636, -0.2367], [-2.9328, 0.0181, 0.1508], [-5.5015, -2.9324, -4.2089]], "lowdin_charge": [-0.15, -0.51, 0.93, -0.37, -0.53, 0.00, -0.16, 0.60, -0.20, -0.21, -0.17, -0.37, 0.80, -0.38, -0.36, -0.03, 0.04, 0.07, 0.04, 0.08, 0.08, 0.05, 0.10, 0.07, 0.11, 0.04, 0.04, 0.14, 0.09, 0.08, 0.09, -0.04, -0.44, -0.31, 0.10, 0.10, 0.14, 0.09, 0.06, -0.56, -0.28, 0.10, 0.09, 0.15, 0.11, 0.15, 0.15, 0.17, 0.18, -0.03, -0.43, -0.30, 0.11, 0.10, 0.14, 0.08, 0.06, -0.56, -0.29, 0.10, 0.10, 0.16, 0.14, 0.15, 0.14, 0.16, 0.17], "homo_lumo_gap_ev": 9.45, "smiles": "CCSC[C@]1(O)OS(=O)(=O)O[C@]1([PH2]=O)[C@H](C)F.FC(F)C(F)(F)COC(F)(F)C(F)F.FC(F)C(F)(F)COC(F)(F)C(F)F", "total_energy_ev": -111521.673, "lumo_ev": 0.10, "homo_ev": -9.4}


# 2
{"formula": "C17H22FN3O2", "method": "the ωB97M-V functional and the def2-TZVPD basis", "elements": ["C", "O", "C", "C", "H", "C", "N", "C", "C", "H", "H", "H", "H", "C", "C", "C", "N", "N", "C", "H", "H", "C", "C", "C", "C", "C", "C", "F", "H", "O", "C", "H", "H", "H", "H", "H", "H", "H", "H", "H", "H", "H", "H", "H", "H"], "coordinates": [[-5.6301, -1.9350, -1.1017], [-4.3732, -2.2196, -0.5423], [-4.0445, -1.4466, 0.5887], [-3.7872, 0.0384, 0.2955], [-4.7296, 0.5127, 0.0136], [-2.7316, 0.2150, -0.8098], [-1.7308, 1.1146, -0.2602], [-1.6956, 0.8434, 1.1647], [-3.1749, 0.7452, 1.5169], [-3.3489, 0.1979, 2.4420], [-3.5917, 1.7466, 1.6178], [-1.1855, 1.6525, 1.6888], [-1.1752, -0.1025, 1.3905], [-0.4466, 1.0231, -0.9207], [0.4718, 2.0897, -0.4259], [1.8193, 2.0252, -0.1066], [2.1849, 3.2949, 0.2187], [1.1718, 4.1506, 0.1549], [0.1347, 3.4434, -0.2424], [-0.8237, 3.8990, -0.3834], [3.0931, 3.6030, 0.5274], [2.8040, 0.9503, -0.1246], [4.0475, 1.1439, -0.7341], [4.9999, 0.1521, -0.7617], [4.7515, -1.0907, -0.1718], [3.5282, -1.3050, 0.4525], [2.5902, -0.2887, 0.4672], [1.4343, -0.5312, 1.1213], [3.2798, -2.2340, 0.9390], [5.7491, -2.0033, -0.2540], [5.5510, -3.2738, 0.3218], [6.4673, -3.8292, 0.1303], [4.7077, -3.7960, -0.1405], [5.3897, -3.2034, 1.4020], [5.9532, 0.3095, -1.2395], [4.2518, 2.0916, -1.2092], [0.0156, 0.0281, -0.7933], [-0.6199, 1.1731, -1.9938], [-3.1476, 0.6521, -1.7214], [-2.3049, -0.7686, -1.0677], [-3.1322, -1.9043, 0.9805], [-4.8385, -1.5345, 1.3478], [-6.4200, -1.9748, -0.3412], [-5.8122, -2.7030, -1.8515], [-5.6519, -0.9520, -1.5846]], "lowdin_charge": [-0.11, -0.19, -0.21, -0.27, 0.13, -0.14, -0.16, -0.18, -0.12, 0.11, 0.11, 0.12, 0.12, -0.15, -0.15, -0.16, 0.02, 0.03, -0.11, 0.11, 0.16, -0.10, -0.02, 0.00, -0.27, 0.06, -0.21, 0.07, 0.12, -0.07, -0.08, 0.09, 0.10, 0.10, 0.12, 0.12, 0.12, 0.13, 0.12, 0.13, 0.13, 0.13, 0.09, 0.09, 0.08], "homo_lumo_gap_ev": 8.99, "smiles": "COC[C@H]1CCN(Cc2cn[nH]c2-c2ccc(OC)cc2F)C1", "total_energy_ev": -29267.591, "lumo_ev": 0.72, "homo_ev": -8.3}


# 3
{"formula": "C17H22FN7O3", "method": "the ωB97M-V functional and the def2-TZVPD basis", "elements": ["N", "C", "N", "C", "N", "C", "N", "C", "C", "C", "C", "C", "C", "H", "H", "F", "H", "H", "H", "C", "N", "O", "O", "N", "H", "C", "H", "C", "H", "H", "C", "N", "C", "C", "O", "C", "C", "H", "H", "H", "H", "H", "H", "H", "H", "H", "H", "H", "H", "H"], "coordinates": [[2.4392, -1.2516, 3.1459], [1.4819, -0.7049, 2.3942], [0.7600, -1.5433, 1.6652], [-0.2125, -1.0392, 0.9012], [-0.4844, 0.2598, 0.7508], [0.2116, 1.1414, 1.4507], [-0.0520, 2.4534, 1.3036], [-0.9471, 3.1060, 0.4695], [-1.6062, 2.4935, -0.5950], [-2.4716, 3.2216, -1.3891], [-2.6721, 4.5625, -1.1194], [-2.0207, 5.1979, -0.0767], [-1.1576, 4.4662, 0.7127], [-0.6380, 4.9457, 1.5290], [-2.1927, 6.2468, 0.1050], [-3.5204, 5.2718, -1.8962], [-2.9879, 2.7590, -2.2154], [-1.4303, 1.4505, -0.7883], [0.4826, 3.0477, 1.9476], [1.2426, 0.7144, 2.3636], [1.9622, 1.5852, 3.1579], [2.8528, 1.1545, 3.8955], [1.7082, 2.7982, 3.1335], [-0.9869, -1.9304, 0.2706], [-0.6132, -2.8686, 0.2143], [-1.9370, -1.5721, -0.7500], [-2.7223, -2.3319, -0.7609], [-1.2892, -1.4745, -2.1357], [-2.0078, -1.0478, -2.8371], [-0.4374, -0.7961, -2.0742], [-0.8500, -2.8408, -2.6714], [0.0658, -3.5123, -1.7604], [1.4354, -3.0147, -1.7965], [2.2257, -3.5448, -3.0002], [2.2101, -4.9560, -3.0467], [0.8877, -5.4478, -3.0884], [0.0877, -4.9627, -1.8735], [-0.9353, -5.3407, -1.9198], [0.5653, -5.3502, -0.9674], [0.9688, -6.5358, -3.0909], [0.3950, -5.1230, -4.0188], [3.2750, -3.2558, -2.9275], [1.8107, -3.1389, -3.9366], [1.4290, -1.9249, -1.8073], [1.9254, -3.3472, -0.8761], [-0.4294, -2.7022, -3.6791], [-1.7368, -3.4731, -2.7681], [-2.3727, -0.6108, -0.4727], [2.5246, -2.2523, 3.1370], [2.9954, -0.6512, 3.7432]], "lowdin_charge": [0.18, -0.30, 0.16, -0.39, 0.17, -0.20, 0.14, -0.22, -0.01, 0.00, -0.28, -0.01, -0.01, 0.12, 0.12, 0.05, 0.12, 0.07, 0.11, -0.02, -0.33, 0.03, 0.03, 0.07, 0.13, -0.18, 0.12, -0.16, 0.11, 0.10, -0.20, -0.19, -0.16, -0.19, -0.13, -0.19, -0.16, 0.12, 0.13, 0.13, 0.12, 0.13, 0.12, 0.12, 0.13, 0.11, 0.12, 0.10, 0.11, 0.08], "homo_lumo_gap_ev": 8.12, "smiles": "Nc1nc(NCCCN2CCOCC2)nc(Nc2ccc(F)cc2)c1[N+](=O)[O-]", "total_energy_ev": -37275.356, "lumo_ev": -0.13, "homo_ev": -8.2}


# 4
{"formula": "C17H22I2N2O5PbS4", "method": "the ωB97M-V functional and the def2-TZVPD basis", "elements": ["Pb", "C", "C", "S", "C", "C", "S", "C", "C", "S", "C", "C", "S", "H", "H", "H", "H", "H", "H", "H", "H", "H", "H", "H", "H", "H", "H", "H", "H", "O", "C", "C", "C", "C", "C", "C", "C", "O", "N", "O", "O", "H", "H", "H", "H", "I", "C", "I", "H", "H", "O", "C", "N"], "coordinates": [[-0.2588, -0.9371, 0.3745], [-1.9535, 2.7612, -1.3248], [-2.0377, 2.2443, -2.7221], [-1.9242, 0.4583, -2.5484], [-2.0550, -0.0402, -4.2876], [-1.6306, -1.5302, -4.4453], [-0.1505, -2.1887, -3.6600], [1.2299, -1.3161, -4.4030], [1.5994, 0.1108, -3.9977], [1.8197, 0.3479, -2.2258], [1.5009, 2.1359, -2.0464], [0.9409, 2.5913, -0.7505], [-0.6688, 2.0020, -0.2546], [-2.8760, 2.4731, -0.7318], [-1.7848, 3.7810, -1.3266], [-1.2731, 2.6860, -3.4500], [-3.0049, 2.5128, -2.9881], [-1.4831, 0.6696, -4.9462], [-3.0975, 0.0542, -4.6143], [-1.7471, -1.9020, -5.4799], [-2.5202, -2.0259, -4.0190], [1.1210, -1.3692, -5.5458], [2.0783, -1.9537, -4.3212], [0.7819, 0.7368, -4.2850], [2.4758, 0.4909, -4.6069], [0.8347, 2.3628, -2.8539], [2.4795, 2.6156, -2.1663], [1.0160, 3.6395, -0.7444], [1.5578, 2.2839, 0.1272], [-0.2354, -2.7937, 1.9877], [-0.2667, -2.7769, 3.2105], [-0.8786, -1.6919, 3.9902], [-0.8680, -1.8716, 5.3885], [-1.2969, -0.8278, 6.1299], [-1.9657, 0.3102, 5.5647], [-2.1632, 0.3810, 4.2471], [-1.6131, -0.6465, 3.3809], [-1.8041, -0.5921, 2.1484], [-1.2344, -0.9104, 7.5334], [-1.6140, 0.0269, 8.1967], [-0.7004, -1.9199, 7.9752], [0.1533, -3.6343, 3.7468], [-0.5864, -2.8693, 5.8157], [-2.3545, 1.1232, 6.1957], [-2.7046, 1.2434, 3.8654], [3.8771, -3.0628, -0.3615], [4.5742, -1.1300, -0.3582], [5.6887, -0.4327, -2.0303], [5.1187, -1.0221, 0.5729], [3.6441, -0.5536, -0.2312], [2.6238, 0.1045, 3.4699], [2.0374, -0.0286, 2.4592], [1.5987, -0.1198, 1.3463]], "lowdin_charge": [1.28, -0.51, -0.53, 0.80, -0.52, -0.57, 0.83, -0.56, -0.53, 0.76, -0.50, -0.54, 0.76, 0.11, 0.06, 0.11, 0.06, 0.08, 0.08, 0.08, 0.07, 0.11, 0.05, 0.03, 0.11, 0.05, 0.09, 0.07, 0.08, -0.16, -0.18, -0.12, 0.05, -0.18, 0.01, 0.01, -0.39, -0.21, -0.38, 0.07, 0.05, 0.13, 0.15, 0.13, 0.12, 0.74, -1.30, 0.68, -0.04, -0.11, 0.10, -0.52, -0.08], "homo_lumo_gap_ev": 8.20, "total_energy_ev": -95990.655, "lumo_ev": -0.08, "homo_ev": -8.3}


# 5
{"formula": "C17H22N2O", "method": "the ωB97M-V functional and the def2-TZVPD basis", "elements": ["C", "N", "C", "H", "H", "H", "C", "H", "C", "O", "H", "C", "N", "C", "C", "C", "C", "C", "C", "H", "H", "H", "H", "H", "C", "C", "C", "C", "C", "C", "H", "H", "H", "H", "H", "H", "H", "H", "H", "H", "H", "H"], "coordinates": [[-4.9286, -0.9735, -0.4776], [-3.6284, -0.3497, -0.3343], [-3.7152, 0.8273, 0.5031], [-3.9971, 0.5896, 1.5421], [-2.7582, 1.3434, 0.5151], [-4.4608, 1.5040, 0.0882], [-2.6291, -1.2931, 0.1341], [-2.8315, -2.2626, -0.3240], [-1.2029, -0.9186, -0.3072], [-0.6215, -2.0994, -0.8230], [0.2931, -1.9183, -1.0730], [-0.3554, -0.3655, 0.8600], [0.9570, 0.0825, 0.4489], [1.9579, -0.8665, 0.2027], [2.1887, -1.9347, 1.0705], [3.1731, -2.8634, 0.7916], [3.9508, -2.7478, -0.3479], [3.7342, -1.6877, -1.2131], [2.7477, -0.7597, -0.9471], [2.5770, 0.0616, -1.6283], [4.3314, -1.5872, -2.1074], [4.7193, -3.4753, -0.5592], [3.3394, -3.6807, 1.4778], [1.6096, -2.0354, 1.9755], [1.1911, 1.4264, 0.1726], [0.1735, 2.2918, -0.2300], [0.4348, 3.6327, -0.4453], [1.7094, 4.1413, -0.2735], [2.7273, 3.2899, 0.1269], [2.4744, 1.9536, 0.3545], [3.2705, 1.3027, 0.6847], [3.7263, 3.6734, 0.2750], [1.9089, 5.1876, -0.4476], [-0.3692, 4.2822, -0.7600], [-0.8255, 1.9214, -0.3965], [-0.8729, 0.4647, 1.3424], [-0.2489, -1.1702, 1.5920], [-1.2747, -0.1676, -1.1081], [-2.6647, -1.4232, 1.2293], [-4.8519, -1.8062, -1.1742], [-5.6263, -0.2441, -0.8868], [-5.3326, -1.3457, 0.4768]], "lowdin_charge": [-0.11, -0.28, -0.10, 0.09, 0.06, 0.09, -0.16, 0.12, -0.33, -0.02, 0.08, -0.10, -0.04, -0.26, -0.02, -0.08, -0.10, -0.08, -0.04, 0.12, 0.10, 0.10, 0.10, 0.11, -0.22, -0.02, -0.09, -0.10, -0.08, -0.03, 0.12, 0.10, 0.10, 0.10, 0.08, 0.12, 0.12, 0.15, 0.13, 0.08, 0.08, 0.09], "homo_lumo_gap_ev": 8.38, "smiles": "CN(C)C[C@H](O)CN(c1ccccc1)c1ccccc1", "total_energy_ev": -23013.151, "lumo_ev": 0.85, "homo_ev": -7.5}